No. 1
ORCA calculation (wB97M-V/def2-TZVPD) on 2 unconnected molecules or ions with the total composition C32H35N4O3.

Charge: +1
Orbital gap in eV: 4.583

Element x y z (Å)
C: -5.1735 -0.3734 1.1896
N: 3.1271 -3.5969 -1.0313
C: -2.6816 1.4865 0.9558
H: -2.6263 -0.4344 0.0085
C: 2.0125 0.1027 0.5735
C: -2.6209 5.1776 0.4388
C: 5.7148 -0.4012 0.6850
H: 6.5519 -4.9167 0.1943
H: -2.1190 5.7689 1.2151
H: 4.3858 -5.9769 0.9710
C: 5.5161 -3.5321 -1.1114
C: -0.3214 0.8434 0.7981
H: -5.1275 0.9835 -1.9350
H: 0.5670 3.0480 -0.9708
O: 0.4829 -4.2531 0.0826
C: 3.4117 0.4043 0.5702
H: -3.6782 -2.7931 -1.3605
O: -0.3666 -2.8883 -1.4957
H: 6.4251 -1.2231 0.8072
C: 5.5944 -4.5651 -0.1735
H: -3.6981 5.3479 0.4878
H: -4.4724 -0.6849 1.9689
H: -1.0842 3.1671 -1.6216
H: -1.7361 -2.9980 0.0817
C: -4.6760 0.2189 0.0231
N: -2.3525 3.7716 0.6197
H: 6.4117 -3.0507 -1.4972
C: 6.1915 0.8789 0.3574
C: 5.2846 1.9393 0.2106
C: -3.3408 2.8682 0.8870
C: 4.4097 -5.1505 0.2667
H: -7.6013 0.7743 -1.6242
H: -0.6789 -0.1720 0.9838
H: -2.2405 5.5161 -0.5331
H: 1.9548 -2.1414 -2.0354
H: -6.9372 -0.9662 2.2774
H: 2.2445 -5.0947 0.1495
C: -0.1274 3.8993 1.6276
O: -4.5271 3.1360 1.0643
C: -6.9256 0.4371 -0.8376
N: 8.7448 1.3099 0.0890
C: 0.6916 -3.4426 -0.8371
C: 1.9404 -2.9531 -1.3196
H: -2.7472 -3.2203 -2.8047
C: -1.6398 -3.3347 -0.9648
H: 3.9882 -1.5987 1.1599
H: 3.2341 2.5523 0.1631
H: -2.9726 0.9137 -1.1042
H: 5.6606 2.9452 0.0014
C: 4.3578 -0.6209 0.8417
C: -7.4316 -0.1183 0.3449
C: -5.5476 0.5709 -1.0132
C: 3.1909 -4.6907 -0.1817
C: -1.0005 3.2400 0.5498
C: 4.2987 -3.0843 -1.5620
C: 1.0280 1.0806 0.5839
H: -8.5091 -0.2217 0.4807
H: -2.4905 -1.6486 -2.0315
C: -3.1950 0.5032 -0.1024
C: -6.5531 -0.5309 1.3534
H: -1.7036 -4.4325 -1.0056
H: 1.3403 2.1119 0.4323
C: -0.4047 3.5270 -0.8369
H: 1.7048 -0.9398 0.6315
H: 0.8596 3.4359 1.6867
N: -1.2602 1.8115 0.7905
C: -2.6967 -2.7059 -1.8380
H: 4.1645 -2.2934 -2.2974
H: -0.6160 3.8208 2.6081
C: 7.5963 1.1117 0.2087
C: 3.9190 1.7135 0.3083
H: -2.8606 1.0610 1.9652
H: 0.0026 4.9595 1.3734
H: -0.2661 4.6108 -0.9410

Atomic forces in eV per Å
-0.275 0.256 -0.295
0.463 -0.008 0.308
-0.709 0.049 0.698
-0.108 0.214 -0.106
-1.726 0.841 0.698
0.268 0.494 -0.053
0.365 0.049 0.091
-0.092 0.082 -0.084
-0.244 -0.068 -0.088
0.180 0.120 -0.152
0.101 -0.121 -0.025
-2.158 1.261 -0.175
-0.266 -0.042 0.287
-0.189 0.183 -0.108
0.381 0.666 -0.805
1.658 0.435 -0.104
0.100 0.034 -0.081
-0.077 -0.197 0.511
-0.274 0.325 0.077
-0.079 -0.027 0.097
0.196 -0.154 0.032
-0.317 0.059 -0.121
0.198 0.126 0.164
0.120 -0.268 -0.288
-0.123 -0.116 -0.003
-0.357 -0.377 0.003
-0.147 -0.198 0.005
-0.753 -0.281 0.200
-0.160 0.239 -0.051
-1.309 0.549 0.376
0.133 0.132 -0.314
0.145 -0.180 0.218
0.014 0.257 -0.059
-0.217 -0.050 0.149
0.169 -0.315 -0.041
0.067 0.103 -0.311
0.091 0.215 -0.089
-0.150 -0.168 0.306
1.907 -0.626 -0.385
0.077 -0.223 0.132
-2.671 -0.479 0.267
-0.123 -0.529 0.569
-0.724 -0.190 -0.035
0.010 0.173 0.153
-0.087 0.323 -0.198
0.166 0.186 -0.278
0.329 -0.285 -0.033
-0.053 -0.186 0.339
-0.143 -0.414 0.071
-0.719 0.186 -0.430
0.304 0.146 -0.085
0.058 0.116 0.428
0.278 0.674 -0.319
0.036 1.054 -0.284
-0.552 -0.338 0.551
2.057 -0.166 -0.357
0.334 0.031 -0.029
-0.017 -0.122 0.092
0.125 -0.173 -0.432
0.169 -0.011 -0.114
0.129 0.434 0.202
-0.081 -0.566 0.224
-0.153 -0.224 -0.222
0.136 -0.029 0.092
-0.148 0.210 0.089
1.793 -2.289 0.047
-0.320 -0.128 -0.296
0.095 -0.204 0.271
0.167 0.039 -0.221
2.757 0.474 -0.301
-0.109 -0.601 -0.003
0.135 0.297 -0.470
-0.023 -0.334 0.129
-0.056 -0.346 -0.036

Here are the Löwdin charges for atoms 1 to 8, given in e: -0.042, -0.043, -0.142, 0.099, 0.054, 0.001, -0.007, 0.111

No. 2
ORCA calculation (wB97M-V/def2-TZVPD) on a molecular structure, C32H36B2CoN8O2.

<S²>: 1.07
Multiplicity: 2
Orbital gap (spin up / spin down) in eV: 8.208 / 8.633
Energy above the lowest of the compared OMol25 structures with the same formula, charge and spin in kJ/mol: 0.0

Element x y z (Å)
C: 3.9864 2.5553 -2.4735
O: 0.7476 2.5102 -1.0135
H: -1.1388 -1.4233 -4.8851
C: 2.5931 -2.8063 -4.6803
H: -3.3288 2.9535 -1.5473
N: -3.1250 -0.2654 4.5057
C: 0.8392 0.7515 3.6912
H: -1.7898 -1.9943 6.9618
H: -3.5987 1.5318 3.2471
H: -2.3634 -4.6718 1.4061
H: 3.1356 -0.2655 0.1960
O: 2.1922 0.9662 -1.8606
H: 3.4323 1.4459 0.5042
C: 3.1800 -3.3218 -3.5344
H: -0.8590 -2.9297 -1.7405
N: -1.7216 1.1648 0.6408
C: -0.8441 -3.6646 -0.9387
N: 0.9036 0.0766 1.5897
C: -2.3620 2.9345 -1.0420
C: -2.0836 -2.7055 2.3670
C: 1.6845 -1.9866 -2.2060
H: -5.0152 0.1370 6.3282
C: -1.1646 -1.1868 5.0139
N: -2.1527 0.8374 1.8893
C: -3.1424 1.6571 2.2825
Co: -0.1065 -0.2230 -0.1873
H: -1.6637 -1.9480 -3.2853
N: -1.8435 -0.4452 4.0990
H: 0.1774 -4.0461 -0.8730
H: 1.4995 5.2116 -0.9932
C: 2.1248 0.9523 3.2471
H: -2.0759 3.9681 -0.8391
C: -3.2317 -0.8477 5.6862
C: 1.5630 -1.8838 -4.5799
H: 1.1800 1.2577 -3.9595
H: 3.9859 -4.0407 -3.6065
C: 4.3086 3.9104 -2.4438
C: 1.8810 3.1464 -1.4454
C: 1.0918 -1.4476 -3.3421
C: -3.3821 2.5431 1.2610
H: 3.1605 -3.3017 -1.3886
N: -1.4620 -1.5994 1.9348
H: -0.5638 1.5074 -4.1360
H: -1.4984 -4.4946 -1.1996
C: -1.9800 -3.6665 1.3864
H: 3.7159 5.8977 -1.9135
C: 2.1884 4.4875 -1.4054
B: -1.3722 -0.2324 2.6604
H: -0.1376 -1.4661 4.8494
H: -4.1137 3.3327 1.2359
C: 0.2429 0.7762 -4.2186
C: 2.7558 2.2066 -1.9633
H: 4.6603 1.8102 -2.8737
H: -2.1426 -0.3593 -3.8924
H: 2.9370 -3.1215 -5.6574
H: 1.1224 -1.4985 -5.4905
H: 5.2636 4.2348 -2.8349
C: 2.1236 0.5093 1.9187
H: -1.6174 2.5323 -1.7199
N: 0.1312 0.1935 2.6972
C: -2.4710 2.1944 0.2517
H: -5.2048 -1.5944 6.0643
C: -1.2702 -3.0529 0.3484
N: -0.9611 -1.8021 0.6950
H: 1.3437 -1.6908 -1.2177
C: 2.7175 -2.9075 -2.2950
C: 3.2801 0.4750 0.9792
H: -1.2962 0.7204 -2.0455
B: 0.9409 1.1462 -1.2556
C: 3.4297 4.8546 -1.9210
C: -4.5234 -0.8284 6.4380
C: -0.0518 -0.4385 -3.2938
H: 0.3852 0.9428 4.6479
C: -2.0105 -1.4517 6.0582
C: -0.4397 0.0581 -1.9099
H: -2.5580 -2.7356 3.3334
C: -1.3311 -1.0887 -3.8650
H: 2.9562 1.3524 3.8011
H: 4.1929 0.2335 1.5235
H: 0.3017 0.4727 -5.2639
H: -4.3568 -1.0158 7.4979

Atomic forces in eV per Å
0.003 -0.024 -0.011
-0.085 0.005 0.073
-0.056 -0.023 -0.009
-0.022 0.012 0.004
0.002 -0.020 -0.004
-0.020 0.056 -0.031
-0.080 -0.119 0.005
0.005 0.000 -0.003
-0.004 -0.007 -0.011
-0.005 0.002 0.000
-0.003 -0.020 -0.026
-0.013 -0.168 0.105
0.015 0.008 -0.011
0.007 -0.014 0.036
-0.007 -0.044 0.024
0.016 -0.076 -0.149
0.099 0.053 -0.054
0.119 0.041 0.078
0.132 0.015 -0.089
-0.002 -0.060 -0.047
-0.007 0.084 -0.003
-0.006 -0.004 -0.005
-0.042 0.136 0.004
0.088 -0.089 0.151
-0.032 0.100 -0.088
-0.389 -0.653 0.957
0.015 0.023 0.032
0.137 -0.237 -0.020
-0.047 -0.015 -0.004
-0.001 -0.002 0.002
0.066 0.041 -0.025
-0.023 0.010 -0.021
0.023 -0.025 0.011
0.056 -0.024 -0.015
0.082 0.058 -0.019
0.001 0.002 0.002
0.007 0.002 -0.004
-0.018 -0.019 0.050
-0.015 0.014 -0.002
-0.020 -0.096 0.085
0.002 -0.003 0.001
-0.004 0.031 0.048
-0.016 0.000 0.022
-0.022 0.009 -0.004
-0.036 0.014 -0.011
0.004 0.001 -0.001
-0.003 0.013 -0.004
0.190 0.164 0.099
0.004 -0.035 0.014
0.006 0.001 -0.009
-0.033 -0.158 0.136
0.052 0.032 0.029
0.000 0.003 0.001
-0.011 -0.001 0.003
0.001 -0.001 0.001
0.002 0.006 -0.008
0.001 0.002 0.002
-0.129 -0.048 0.027
-0.031 0.014 0.076
-0.184 0.083 -0.119
-0.039 0.116 0.064
0.001 -0.004 0.006
0.073 -0.022 0.068
-0.141 -0.042 0.068
0.032 -0.011 -0.037
0.032 -0.026 -0.006
0.009 0.050 -0.016
0.015 -0.031 0.023
0.158 0.461 -0.678
-0.009 0.007 0.003
-0.007 0.003 -0.007
-0.153 0.122 -0.157
0.012 0.017 0.009
-0.019 -0.022 -0.005
0.299 0.422 -0.547
-0.012 0.024 0.004
0.010 -0.078 -0.080
0.001 0.007 -0.002
-0.014 -0.009 0.011
-0.021 -0.039 0.009
0.002 0.007 0.001

Here are the Löwdin charges for atoms 1 to 8, given in e: 0.015, 0.177, 0.085, -0.077, 0.085, 0.116, -0.063, 0.099

No. 3
ORCA calculation (wB97M-V/def2-TZVPD) on 2 unconnected molecules or ions with the total composition C32H36BF3O4.

Orbital gap in eV: 3.891
Energy above the lowest of the compared OMol25 structures with the same formula, charge and spin in kJ/mol: 0.0

Element x y z (Å)
F: -3.1278 2.8161 3.8135
H: -8.4087 0.4045 -0.8209
H: -0.6247 1.5409 3.1273
C: -2.6394 2.0579 4.8504
H: -3.5769 -0.3968 5.5715
C: 0.1714 -4.9134 1.6684
C: -1.1650 0.6356 3.4071
C: 0.5634 -5.1331 0.2260
C: -0.8143 -0.6077 2.8455
H: 1.2614 -4.0432 -3.1199
C: -1.2877 -6.5190 3.1582
H: -9.5010 -0.0385 0.5333
C: -0.8531 -3.6822 -2.7837
C: -2.2274 -3.0427 -0.8821
O: -2.0185 -4.2924 2.5351
H: 0.0070 -0.6346 2.1217
H: -1.0718 -4.5404 4.7856
H: -2.3245 -6.7762 3.3971
C: -2.8471 -0.4446 4.7672
C: -5.8865 -0.8143 -0.5666
H: -8.5726 -1.3155 -0.3144
C: -4.6398 -1.3867 -0.7222
H: 0.7865 -6.1952 0.0377
C: -1.3018 -5.4605 2.0688
C: -3.7011 -1.5044 0.3594
C: -5.2635 -0.1699 1.7009
H: 1.4230 -4.3804 5.3486
H: -0.8010 -6.1933 4.0769
H: -2.4681 -5.2339 0.2675
C: -1.8877 -4.5540 -3.2163
H: 0.4509 -3.1062 -4.3909
H: 0.4860 -6.0808 -4.0538
O: -7.5496 -0.0537 1.0430
H: -6.6140 -0.8196 -1.3833
C: -2.4969 -2.2876 0.3194
H: -1.6663 -2.0124 0.9595
H: 1.1334 -5.4428 3.5489
H: -0.1890 -3.0076 6.5077
C: -3.1326 -4.6077 -2.5671
H: 0.0166 -1.6889 5.2317
C: -6.2600 -0.3055 0.7009
H: 2.2280 -5.0010 2.2249
C: -0.4923 -3.6912 4.4069
C: -1.0058 -2.9595 -1.6096
C: -8.5629 -0.2731 0.0305
H: 1.6186 -3.1156 4.0331
H: -4.3919 -1.7647 -1.7116
H: -5.5293 0.2940 2.6457
H: -2.9566 -6.6058 1.2666
C: 1.2970 -5.5280 2.4724
O: 0.0992 -3.4944 1.9164
F: -3.6351 1.9701 5.7835
C: -0.0093 -2.7512 5.4608
H: -0.7807 -7.4181 2.7888
C: 0.3255 -3.9288 -3.6744
H: -0.1989 -2.3133 -1.2526
H: -3.9162 -5.2471 -2.9623
H: -3.2367 -0.5173 2.2158
C: -4.0217 -0.7003 1.4886
H: 1.4643 -4.5474 -0.0026
H: -4.2352 -3.8724 -0.8976
C: -3.2778 -3.8647 -1.4211
C: -1.5137 -1.7685 3.2068
H: -3.1289 -2.5432 4.4254
B: -1.0456 -3.2696 2.7216
C: -0.0670 -5.2062 -4.4237
O: -1.5049 -5.4494 -4.1700
H: 0.0810 -5.1325 -5.5060
C: 0.9513 -3.6076 4.7402
C: -2.5574 -1.6605 4.1425
C: -2.0902 -6.0388 0.9018
F: -1.6176 2.7724 5.4145
H: 1.4224 -6.5890 2.2098
H: -0.2338 -4.8131 -0.4535
C: -2.1960 0.7072 4.3381
H: -1.4797 -6.7245 0.2967

Atomic forces in eV per Å
0.264 -0.224 0.822
-0.080 -0.162 0.248
-0.186 -0.181 -0.002
0.130 -0.021 0.050
-0.020 0.034 -0.288
-0.519 0.304 0.302
0.148 -0.357 -0.215
-0.339 -0.025 -0.779
-0.244 0.634 0.574
-0.152 -0.008 -0.070
0.126 -0.269 0.231
0.124 -0.036 -0.152
-1.053 -0.643 0.283
-0.707 -0.726 -0.460
-0.716 -0.796 -1.771
-0.243 -0.158 0.248
0.333 0.373 0.116
0.125 0.003 -0.004
-0.091 -0.808 -0.473
-0.049 -0.009 0.166
0.086 0.232 0.176
-0.144 -0.424 -0.113
-0.090 0.305 -0.003
0.050 0.613 -0.020
0.010 -0.092 -0.059
-0.734 0.129 -0.407
0.099 0.044 -0.224
-0.002 -0.153 -0.255
0.231 -0.346 0.135
0.476 -0.399 0.737
0.062 -0.072 0.206
-0.300 0.176 -0.063
0.920 0.026 -0.800
0.519 0.043 0.236
-0.573 2.018 -2.438
-0.228 -0.278 0.203
0.138 -0.160 -0.457
-0.030 0.261 -0.226
0.495 -0.125 -0.621
-0.107 -0.009 0.221
-0.419 -0.821 0.419
-0.171 -0.117 0.063
-0.529 0.111 -0.754
-0.087 -0.043 0.043
0.210 0.221 0.284
-0.143 -0.242 -0.029
0.031 0.043 0.265
0.145 0.082 -0.160
0.149 0.176 0.001
0.299 -0.339 0.644
0.137 -0.194 -1.813
0.772 0.224 -0.711
-0.242 0.570 0.748
-0.104 0.025 0.085
0.296 0.501 -0.284
-0.227 -0.327 0.040
0.107 0.035 0.216
-0.354 -0.255 0.009
0.509 0.019 0.516
-0.159 -0.104 0.133
0.397 -0.273 0.004
0.121 0.971 0.179
-0.007 -0.668 -1.513
0.283 0.064 -0.024
0.970 0.321 5.120
-0.148 -0.489 -0.055
0.402 1.310 0.334
-0.175 -0.033 0.265
0.953 -0.315 0.589
0.019 0.626 0.502
-0.048 -0.152 -0.384
-0.845 -0.346 -0.415
-0.022 0.237 0.056
0.293 -0.229 0.145
0.048 0.567 0.312
-0.187 0.131 0.119

Here are the Löwdin charges for atoms 1 to 8, given in e: 0.100, 0.099, 0.122, -0.518, 0.119, -0.433, -0.015, -0.033